A cluster of 11 separate species, C17H45ClN10O23P2 in total at a distorted geometry. Source: OMol25; level of theory: the ωB97M-V functional and the def2-TZVPD basis.

XYZ file:
```
98
Properties=species:S:1:pos:R:3:forces:R:3:lowdin_charge:R:1
C 0.8713 3.2287 -1.3623 0.2 0.5 -0.1 -0.053
C 1.7469 3.7368 -0.4401 -0.7 -0.2 0.4 -0.227
C 2.1085 3.1467 0.9170 -1.5 0.9 -0.2 -0.351
P 2.5174 1.3430 0.9731 0.8 -0.7 0.9 0.970
C 2.7932 0.6811 -0.7409 1.4 0.7 0.7 -0.398
P 4.2360 -0.4630 -0.7743 -2.0 -0.3 1.0 0.381
O 3.8193 -1.8285 -0.4046 0.0 -0.7 -0.2 -0.305
O 5.2233 0.1210 0.3397 0.6 0.0 -1.0 -0.160
O 4.9206 -0.4509 -2.2192 0.3 0.4 0.4 -0.127
C 1.0124 0.4188 1.5398 -0.5 1.3 -0.2 -0.792
Cl -0.4079 0.6955 0.4126 0.0 -0.5 0.1 0.551
C 0.5376 0.8610 2.9282 0.2 -0.7 0.3 -0.347
C 1.6388 0.8909 4.0102 -0.5 0.3 0.2 -0.111
H -0.2015 3.1629 -1.2388 0.1 -1.8 0.8 0.040
H 1.2758 2.8976 -2.3184 -0.4 1.8 -0.9 0.054
H 2.2169 4.6903 -0.6777 1.8 -0.9 -0.8 0.088
H 1.3614 3.3398 1.7043 0.2 -0.4 -0.1 0.043
H 3.0065 3.6693 1.2377 0.1 -0.1 0.1 0.069
H 1.9161 0.1693 -1.0978 -0.1 -0.1 -0.2 0.014
H 3.0521 1.5225 -1.3818 -0.3 0.0 -0.2 0.053
H 5.7728 -0.6276 0.6254 0.0 0.3 0.1 0.091
H 4.6793 -1.2806 -2.6567 0.1 0.2 0.0 0.076
H 1.2113 -0.6480 1.5548 0.2 -0.1 -0.3 0.074
H -0.2039 0.1265 3.2434 -0.2 0.0 -0.1 0.096
H -0.0011 1.8015 2.8698 0.2 0.2 -0.2 0.068
H 1.5245 1.8186 4.5684 0.3 0.1 0.0 0.069
H 1.5013 0.1008 4.7448 0.0 -0.2 -0.1 0.065
H 2.6460 0.8218 3.6153 0.1 0.1 -0.1 0.035
C -0.2900 6.6202 1.5769 0.1 0.2 0.0 0.050
N 0.0786 5.4587 2.4279 -0.1 0.1 0.0 -0.430
O 0.7766 5.6590 3.4007 0.0 -0.1 -0.1 0.074
O -0.3474 4.3703 2.0885 -0.3 0.2 0.2 0.024
H 0.1558 7.5122 1.9972 0.0 0.0 0.1 0.085
H 0.0918 6.4279 0.5778 -0.1 -0.1 0.0 0.104
H -1.3731 6.6956 1.5729 0.0 -0.1 -0.1 0.068
C 1.1646 -2.4940 -3.5527 -0.2 -0.1 0.2 0.054
N 2.0651 -1.3635 -3.9047 -0.2 -0.1 0.1 -0.409
O 2.2058 -0.4777 -3.0778 -0.2 -0.2 -0.7 0.012
O 2.6060 -1.3935 -4.9887 0.1 0.0 0.1 0.077
H 0.7718 -2.3140 -2.5579 0.1 0.1 0.0 0.098
H 0.3624 -2.5260 -4.2930 0.3 0.0 0.2 0.056
H 1.7557 -3.4052 -3.5790 0.0 0.0 -0.1 0.104
C 2.7158 -4.9063 0.2094 0.3 0.2 0.1 0.048
N 1.6415 -5.3530 1.1363 0.0 0.1 0.0 -0.425
O 1.5319 -4.7856 2.2006 -0.1 -0.1 0.0 0.077
O 0.9336 -6.2709 0.7556 -0.1 0.2 0.2 0.014
H 3.2590 -4.0893 0.6689 -0.1 0.1 0.0 0.079
H 3.3673 -5.7577 0.0308 -0.1 -0.1 -0.1 0.074
H 2.2366 -4.5814 -0.7090 0.0 -0.1 0.0 0.095
C -5.0748 5.2049 2.7468 0.0 0.0 0.2 0.051
N -4.2338 6.3766 2.3861 0.0 0.0 0.1 -0.437
O -4.1189 7.2715 3.2047 0.0 0.0 -0.1 0.051
O -3.7134 6.3655 1.2907 0.0 0.1 0.1 0.063
H -5.4686 5.3569 3.7448 0.0 0.1 0.0 0.098
H -5.8737 5.1419 2.0190 0.1 -0.1 -0.1 0.068
H -4.4397 4.3243 2.7083 0.0 0.0 -0.1 0.108
C -9.0383 7.0284 1.7040 -0.1 0.1 0.0 0.052
N -8.9497 5.6473 2.2525 -0.1 0.0 0.0 -0.439
O -9.8072 5.2906 3.0277 0.1 0.0 0.0 0.086
O -8.0111 4.9672 1.8784 -0.2 0.1 0.0 0.037
H -9.9148 7.5085 2.1219 0.0 -0.1 0.0 0.095
H -8.1314 7.5527 1.9910 0.1 0.0 -0.1 0.099
H -9.1150 6.9458 0.6241 0.1 0.0 0.0 0.103
C 3.2554 -8.8708 2.3738 -0.1 0.0 0.2 0.047
N 4.1532 -7.7460 2.0041 0.1 0.1 0.1 -0.436
O 4.2944 -6.8493 2.8086 0.0 0.0 -0.1 0.072
O 4.6936 -7.7906 0.9131 -0.1 -0.1 0.1 0.039
H 2.8606 -8.6796 3.3645 0.1 0.1 0.0 0.098
H 2.4608 -8.9094 1.6360 0.1 0.0 -0.1 0.067
H 3.8485 -9.7804 2.3566 0.0 0.0 -0.1 0.104
C -2.3898 10.6786 3.0168 -0.1 0.1 0.1 0.049
N -2.0835 10.4535 1.5784 -0.1 0.0 0.0 -0.442
O -2.5923 11.1967 0.7668 0.1 -0.1 0.0 0.074
O -1.3412 9.5281 1.3191 0.0 0.1 0.0 0.051
H -3.0587 11.5270 3.0974 0.0 0.0 -0.1 0.093
H -2.8576 9.7724 3.3930 0.1 -0.1 0.0 0.085
H -1.4493 10.8725 3.5238 0.0 -0.1 0.0 0.101
C -1.8485 -6.2673 -0.8514 0.2 0.0 0.0 0.045
N -2.2939 -6.3329 -2.2709 0.0 0.0 0.0 -0.454
O -1.4359 -6.3952 -3.1305 -0.1 0.0 0.0 0.053
O -3.4897 -6.3194 -2.4759 0.1 0.0 0.0 0.060
H -0.7664 -6.2886 -0.8250 0.0 0.0 0.0 0.064
H -2.2296 -5.3408 -0.4324 -0.1 -0.1 0.0 0.104
H -2.2655 -7.1280 -0.3378 -0.1 0.1 0.0 0.104
C 3.0296 -9.4240 -2.4443 0.1 0.1 -0.1 0.055
N 2.4690 -9.2163 -1.0829 0.1 0.1 -0.1 -0.424
O 2.3200 -8.0755 -0.7010 0.0 -0.3 -0.1 0.043
O 2.1972 -10.2137 -0.4420 0.0 0.1 0.0 0.060
H 3.2205 -8.4548 -2.8887 0.0 0.0 0.1 0.096
H 3.9488 -9.9913 -2.3336 -0.1 -0.1 0.0 0.102
H 2.2944 -9.9797 -3.0184 0.0 -0.1 0.0 0.101
C -1.0926 -2.5065 -8.0884 -0.2 0.1 0.0 0.053
N -0.4099 -2.6280 -6.7723 -0.2 0.0 -0.1 -0.429
O -0.9833 -2.1750 -5.7954 0.0 -0.1 -0.3 0.051
O 0.6694 -3.1729 -6.7624 -0.1 0.0 0.1 0.080
H -2.0403 -2.0031 -7.9398 0.0 0.0 0.1 0.095
H -0.4418 -1.9313 -8.7398 0.1 -0.1 0.0 0.103
H -1.2394 -3.5115 -8.4717 0.1 0.0 0.0 0.102
```
Positions in Å, forces in eV/Å.

HOMO level: -7.3 eV
Gap between HOMO and LUMO: 7.08 eV
LUMO energy: -0.00847 Ha
SMILES: C=CCP(CP(=O)(O)O)[C@H](Cl)CC.C[N+](=O)[O-].C[N+](=O)[O-].C[N+](=O)[O-].C[N+](=O)[O-].C[N+](=O)[O-].C[N+](=O)[O-].C[N+](=O)[O-].C[N+](=O)[O-].C[N+](=O)[O-].C[N+](=O)[O-]